(1)
DFT (ωB97M-V with the def2-TZVPD basis set) results for 2 unconnected molecules or ions with the total composition C5H9ClN2 in a non-equilibrium geometry.

Computed properties:
LUMO energy (spin up / spin down) in eV: 0.4 / 0.4
E_tot in eV: -20828.707
HOMO-LUMO gap (spin up / spin down) in hartree: 0.3217 / 0.3217
Net charge: 0

Element x y z (Å)
C1 -1.08949 -0.28109 -0.16671
C2 -2.32083 0.10832 -0.13420
C3 1.19967 -0.52688 -1.02068
C4 0.70094 0.83036 1.04329
C5 0.24936 0.46053 -0.29507
N1 -4.76907 -1.03294 -0.00020
N2 -3.67945 -1.53712 -0.09167
Cl1 -2.97975 1.66118 0.00952
H1 -0.81091 -1.32962 -0.40188
H2 0.91394 -0.61086 -2.08868
H3 2.21945 -0.11311 -1.01104
H4 1.33205 -1.60989 -0.46933
H5 0.04032 1.58206 1.45582
H6 0.78784 -0.12896 1.64433
H7 1.82881 1.21748 0.93793
H8 -0.02808 1.40815 -0.75038
H9 -5.48646 -1.74164 0.23854

***

(2)
DFT (ωB97M-V with the def2-TZVPD basis set) results for C5H9ClN2 in the gas phase in a non-equilibrium geometry.

Computed properties:
LUMO energy in eV: 0.9
E_tot in eV: -20832.159
HOMO-LUMO gap in hartree: 0.3466
Net charge: 0

Element x y z (Å)
C1 0.28835 2.16315 0.49633
N1 1.10421 1.55116 -0.51412
C2 1.11736 0.29469 -0.64825
N2 0.43296 -0.68299 0.11404
C3 0.96389 -2.04564 0.06511
C4 -0.96651 -0.66571 0.22772
C5 -1.78902 0.10992 -0.46930
Cl1 -3.50490 0.07193 -0.14191
H1 0.19966 1.57467 1.42938
H2 0.70474 3.15401 0.79349
H3 -0.71577 2.36665 0.13638
H4 1.76254 -0.12342 -1.44650
H5 2.05726 -2.01999 0.09885
H6 0.60738 -2.57172 0.93526
H7 0.63717 -2.62413 -0.83028
H8 -1.37175 -1.37212 0.96365
H9 -1.52758 0.81954 -1.20985

***

(3)
DFT (ωB97M-V with the def2-TZVPD basis set) results for C5H9ClN2O in the gas phase in a non-equilibrium geometry.

Computed properties:
LUMO energy (spin up / spin down) in eV: 0.8 / -2.8
Spin multiplicity: 3
E_tot in eV: -22872.765
HOMO-LUMO gap (spin up / spin down) in hartree: 0.1633 / 0.2307
Net charge: 0

Element x y z (Å)
C1 -0.68304 -0.78607 0.74970
C2 0.63639 1.00431 -1.83295
C3 -0.53567 1.41615 -0.85419
C4 1.44337 0.47309 -0.59834
C5 0.22433 0.68002 0.26839
N1 -1.58906 -2.09779 2.50146
N2 -0.84655 -1.03444 2.00465
O1 -1.19769 -1.38719 -0.15106
Cl1 0.50514 1.54404 1.77145
H1 0.32460 0.10151 -2.35894
H2 1.04980 1.85222 -2.30917
H3 -0.57424 2.38253 -0.67482
H4 -1.44084 1.08583 -1.26833
H5 1.76567 -0.61717 -0.70472
H6 2.28609 0.91510 -0.36940
H7 -0.90901 -2.68380 3.15530
H8 -1.98351 -2.78519 1.83229
H9 -0.11216 -0.66416 2.58433

***

(4)
DFT (ωB97M-V with the def2-TZVPD basis set) results for a molecular structure, C5H9CoO3 in a non-equilibrium geometry.

Computed properties:
LUMO energy (spin up / spin down) in eV: -14.6 / -16.4
Spin multiplicity: 4
E_tot in eV: -49059.019
HOMO-LUMO gap (spin up / spin down) in hartree: 0.3407 / 0.2738
Net charge: +3

Element x y z (Å)
H1 -0.38901 -1.58088 -0.05284
O1 0.68489 -0.51986 -1.08150
O2 -0.49223 0.62310 0.48274
O3 -1.47506 0.00204 -1.49578
C1 1.11264 -1.72562 -0.62787
C2 -1.18565 1.67462 0.55386
C3 2.52850 -1.82733 -0.24575
C4 -1.29155 2.39551 1.80022
C5 -0.63327 -0.30321 -0.64187
H2 0.70540 -2.54712 -1.22844
H3 -1.76035 1.96179 -0.33865
H4 2.56788 -2.19118 0.79177
H5 2.99711 -2.60818 -0.86489
H6 3.06270 -0.87952 -0.35734
H7 -1.00191 3.43985 1.58354
H8 -2.36636 2.45588 2.04700
H9 -0.70285 1.95549 2.60843
Co1 -2.36089 -0.32539 -2.93262

***

(5)
DFT (ωB97M-V with the def2-TZVPD basis set) results for a molecular structure, C5H9CuO3 in a non-equilibrium geometry.

Computed properties:
LUMO energy (spin up / spin down) in eV: -4.2 / -7.0
Spin multiplicity: 2
E_tot in eV: -56102.122
HOMO-LUMO gap (spin up / spin down) in hartree: 0.3760 / 0.2486
Net charge: +1

Element x y z (Å)
O1 -0.99968 -0.65001 -0.18538
C1 -0.81257 -2.05139 -0.34581
O2 -0.64204 -2.16793 -1.58675
Cu1 0.03407 -0.35213 -1.71577
O3 1.76978 -0.33610 -0.90606
C2 2.74973 0.43683 -0.79587
C3 -1.56652 -0.12564 1.02371
H1 -0.80405 -0.17417 1.81106
H2 -1.79715 0.93281 0.84866
C4 -2.79448 -0.92910 1.38369
H3 -3.43720 -1.06856 0.50405
H4 -2.51945 -1.92464 1.75926
H5 -3.35600 -0.39822 2.16411
C5 2.65083 1.90159 -0.95296
H6 3.56815 0.07210 -0.15133
H7 2.26406 2.20734 -1.93046
H8 3.65525 2.32554 -0.79574
H9 2.03728 2.30168 -0.12842

***

(6)
DFT (ωB97M-V with the def2-TZVPD basis set) results for a molecular structure, C5H9ErN2O3 in a non-equilibrium geometry.

Computed properties:
LUMO energy (spin up / spin down) in eV: -8.6 / -10.3
Spin multiplicity: 4
E_tot in eV: -42052.382
HOMO-LUMO gap (spin up / spin down) in hartree: 0.3452 / 0.1628
Net charge: +2

Element x y z (Å)
C1 -0.72545 1.31174 1.97974
C2 -0.95395 -0.16400 1.37414
O1 -1.94703 -0.79498 1.75942
N1 0.04504 -0.64324 0.37670
C3 1.20915 -1.34774 1.00362
N2 -0.52706 -1.35147 -0.65310
C4 0.16997 -0.86660 -1.92278
C5 -0.06582 0.71974 -2.13274
O2 -1.09850 1.17774 -2.68331
O3 0.90174 1.71888 -1.72985
H1 -0.02393 1.91695 1.29843
H2 -0.20113 1.15680 2.98230
H3 -1.71503 1.86087 2.07319
H4 2.00953 -0.55077 1.20796
H5 0.97321 -1.87600 1.98438
H6 1.69466 -2.12487 0.31406
H7 -1.54476 -1.17933 -0.72866
H8 -0.32001 -1.42571 -2.78428
H9 1.29422 -1.09021 -1.82219
Er1 0.82516 3.55220 -1.89704